Entry 1:
The following is a DFT calculation (ωB97M-V/def2-TZVPD) of 8 unconnected molecules or ions with the total composition C38H99N7O12 at a distorted geometry.

Output
structure (SMILES): COC[C@H](C)N.COC[C@H](C)N.COC[C@H](C)N.COCCNCCOC.COCCNCCOC.COCCNCCOC.COCCNCCOC.CCO
DFT total energy: -75997.9301 eV
M: 846.25 g mol⁻¹
Kohn-Sham gap: 8.7 eV
multiplicity: 1
net charge: 0

Atoms and positions in Å:
C (5.5086, 6.3227, 2.6349)
O (6.9077, 6.0517, 2.8122)
C (7.7063, 7.0121, 2.1245)
C (9.2155, 6.4005, 2.1697)
C (9.8522, 6.4854, 3.5486)
N (10.1479, 7.0802, 1.2489)
H (5.1563, 5.7598, 1.7706)
H (5.2117, 7.3621, 2.4954)
H (5.0468, 5.9440, 3.5468)
H (7.5250, 7.1288, 1.0560)
H (7.8389, 7.9875, 2.5926)
H (9.3089, 5.3551, 1.8755)
H (10.1367, 7.5168, 3.7564)
H (10.7297, 5.8410, 3.6035)
H (9.1050, 6.1216, 4.2539)
H (10.3488, 8.0150, 1.5743)
H (10.9986, 6.5809, 1.0322)
C (-0.4716, -0.6638, 5.9042)
O (0.4617, -0.6782, 7.0185)
C (1.1498, -1.8358, 7.3932)
C (1.0038, -2.1773, 8.9362)
C (1.6145, -1.0429, 9.7961)
N (1.6119, -3.4725, 9.3084)
H (-1.1921, -1.4690, 6.0484)
H (0.0726, -0.9686, 5.0103)
H (-1.0780, 0.2327, 5.7751)
H (0.7407, -2.6974, 6.8655)
H (2.1874, -1.9274, 7.0720)
H (-0.0479, -1.9668, 9.1303)
H (2.7031, -1.0353, 9.7412)
H (1.3090, -1.2307, 10.8255)
H (1.3031, -0.0133, 9.6202)
H (2.5479, -3.2520, 9.6174)
H (1.6033, -4.1691, 8.5771)
C (-4.1392, -5.3773, 1.4671)
O (-4.7643, -6.6942, 1.3321)
C (-5.2417, -6.8673, 0.0305)
C (-6.1121, -8.1948, -0.1640)
C (-6.4916, -8.3250, -1.6632)
N (-7.4907, -8.3106, 0.3013)
H (-4.7423, -4.5727, 1.0464)
H (-3.1380, -5.4144, 1.0380)
H (-3.9680, -5.3103, 2.5415)
H (-5.8533, -5.9841, -0.1543)
H (-4.3903, -6.8136, -0.6479)
H (-5.6001, -9.1054, 0.1469)
H (-5.5937, -8.2328, -2.2742)
H (-6.9493, -7.4171, -2.0561)
H (-7.0185, -9.2111, -2.0173)
H (-7.3625, -8.2686, 1.3022)
H (-7.9119, -7.4143, 0.1027)
C (4.0485, -2.9792, 2.0897)
O (5.1246, -3.8021, 2.4314)
C (4.9366, -5.1072, 2.1775)
C (3.8593, -5.8483, 3.0532)
N (4.4088, -5.9357, 4.5182)
C (4.2394, -7.2287, 5.1614)
C (2.7925, -7.8732, 4.9659)
O (2.0313, -7.2347, 5.9027)
C (0.6998, -7.1608, 5.3858)
H (4.4403, -1.9669, 2.1885)
H (3.1232, -3.0613, 2.6600)
H (3.9543, -3.0384, 1.0054)
H (5.8883, -5.5348, 2.4931)
H (4.7936, -5.2702, 1.1093)
H (3.8319, -6.8989, 2.7640)
H (2.8406, -5.4771, 2.9412)
H (3.9377, -5.2412, 5.0800)
H (4.3168, -7.2844, 6.2472)
H (4.8803, -7.9529, 4.6587)
H (3.0101, -8.8781, 5.3275)
H (2.5525, -7.6655, 3.9231)
H (-0.0620, -6.8743, 6.1107)
H (0.3212, -8.1414, 5.0974)
H (0.5926, -6.4198, 4.5937)
C (-3.8728, 5.3069, -6.7457)
O (-2.7027, 4.7472, -7.2688)
C (-2.2711, 3.5488, -6.6376)
C (-3.2863, 2.4299, -6.7508)
N (-3.4317, 1.8489, -8.1168)
C (-3.9396, 0.4637, -8.1619)
C (-2.9767, -0.6581, -7.5405)
O (-3.3828, -1.1782, -6.2261)
C (-2.3211, -1.6380, -5.4066)
H (-4.7347, 5.0119, -7.3443)
H (-3.8601, 6.3960, -6.7040)
H (-4.1050, 5.0450, -5.7134)
H (-2.3055, 3.7563, -5.5681)
H (-1.2804, 3.2862, -7.0086)
H (-4.2651, 2.6624, -6.3312)
H (-2.8667, 1.5950, -6.1895)
H (-3.8908, 2.3795, -8.8433)
H (-4.1520, 0.2831, -9.2157)
H (-4.9396, 0.4390, -7.7289)
H (-1.9159, -0.4278, -7.6393)
H (-3.2397, -1.4694, -8.2193)
H (-2.6433, -2.1649, -4.5085)
H (-1.6109, -0.8483, -5.1613)
H (-1.7933, -2.4321, -5.9348)
C (2.4675, 2.4102, -9.2853)
O (3.2291, 1.7765, -8.2944)
C (3.8044, 0.5846, -8.7363)
C (4.4559, -0.1695, -7.5711)
N (5.3148, 0.7130, -6.7800)
C (5.9824, -0.1170, -5.7761)
C (6.5644, 0.7976, -4.6631)
O (5.5413, 1.6762, -4.1278)
C (5.9543, 2.2799, -2.9187)
H (2.5051, 3.4788, -9.0734)
H (1.4218, 2.1066, -9.3343)
H (2.8274, 2.2989, -10.3081)
H (4.6524, 0.7284, -9.4060)
H (3.0985, -0.0035, -9.3228)
H (4.8264, -1.1670, -7.8072)
H (3.5959, -0.4655, -6.9703)
H (4.8044, 1.3996, -6.2431)
H (6.7701, -0.7688, -6.1540)
H (5.2023, -0.7587, -5.3664)
H (7.3150, 1.4383, -5.1260)
H (7.1372, 0.1551, -3.9945)
H (6.6195, 3.1359, -3.0325)
H (6.4596, 1.7537, -2.1088)
H (5.0926, 2.8176, -2.5232)
C (-9.6549, 2.6220, 4.2428)
O (-9.3196, 2.9781, 2.8922)
C (-7.9268, 3.0928, 2.6972)
C (-7.6177, 3.0979, 1.1226)
N (-6.2144, 3.4079, 0.6927)
C (-6.1392, 4.7409, 0.1372)
C (-6.3185, 5.7172, 1.3067)
O (-5.3801, 5.3989, 2.2895)
C (-5.6437, 5.9680, 3.5711)
H (-9.4967, 3.4579, 4.9243)
H (-9.2582, 1.6333, 4.4734)
H (-10.7380, 2.4994, 4.2436)
H (-7.3295, 2.2933, 3.1354)
H (-7.8146, 4.0293, 3.2436)
H (-8.3392, 3.7805, 0.6734)
H (-7.9870, 2.1009, 0.8825)
H (-5.6004, 3.4199, 1.4945)
H (-6.9139, 4.8522, -0.6214)
H (-5.1563, 4.8596, -0.3187)
H (-7.3233, 5.6286, 1.7199)
H (-6.1641, 6.7389, 0.9597)
H (-6.5870, 5.5378, 3.9073)
H (-5.7345, 7.0454, 3.7095)
H (-4.9204, 5.5570, 4.2754)
C (-0.2583, 2.4561, -0.5279)
C (-0.6151, 1.0412, -0.8810)
O (-1.9895, 0.6046, -0.6324)
H (-1.1318, 3.1070, -0.5646)
H (0.5097, 2.8307, -1.2047)
H (0.2391, 2.5519, 0.4373)
H (-0.1064, 0.2859, -0.2821)
H (-0.4279, 0.7809, -1.9227)
H (-2.5555, 1.1903, -1.1405)

Force components x, y, z for each atom (eV/Å):
C 0.24 -0.92 0.42
O -0.35 1.90 -0.70
C 3.63 -2.14 -0.16
C 0.96 0.63 -0.15
C -1.09 -0.39 0.29
N -1.30 0.57 -0.81
H -0.17 -0.05 -0.05
H 0.49 0.22 0.12
H -0.29 0.01 -0.17
H -0.67 -0.07 0.00
H -0.76 0.16 0.34
H -1.02 -0.10 -0.14
H -0.06 0.00 0.24
H 0.04 0.11 0.01
H 0.21 0.12 0.52
H 0.29 -0.03 -0.05
H -0.15 -0.04 0.30
C 0.86 -2.18 0.64
O -0.50 1.77 0.00
C -0.77 -1.83 0.30
C 0.67 2.21 -1.27
C 0.33 -0.52 0.43
N -0.95 1.43 0.21
H -0.24 -0.19 0.19
H -0.01 0.55 -0.35
H 0.83 0.34 0.43
H -0.58 -0.34 -0.12
H 0.49 0.96 0.11
H -0.48 -1.33 0.06
H 0.19 -0.11 0.05
H 0.27 -0.13 0.20
H -0.36 -0.27 -0.68
H 0.17 -0.47 -0.14
H 0.07 0.11 -0.08
C 0.11 -2.05 0.75
O 0.40 0.96 0.63
C -1.12 -0.87 0.21
C -0.60 0.07 -2.93
C 2.72 0.92 -1.45
N 0.79 0.94 2.61
H -0.06 -0.04 0.11
H -0.03 0.18 -0.49
H -0.30 0.52 -0.04
H -0.54 -0.02 -0.63
H -0.01 -0.43 -0.47
H 0.37 0.27 0.14
H 0.54 -0.58 -0.22
H -0.88 0.06 0.55
H -0.09 0.11 0.68
H -0.79 -0.23 0.79
H -0.51 0.20 -0.25
C 1.14 1.35 -0.95
O -0.25 2.15 1.30
C -0.22 -2.65 0.84
C 2.08 -0.45 1.43
N -0.96 0.81 -1.05
C -1.89 -1.32 -1.64
C 4.20 0.70 0.68
O -3.06 1.07 0.06
C -0.85 0.01 0.85
H -0.22 0.16 0.49
H 0.01 -0.43 -0.06
H -0.95 -0.37 -0.23
H -0.04 -0.54 -0.30
H -0.33 -0.27 -0.31
H 0.12 0.13 -0.60
H 0.01 0.28 0.29
H 0.02 0.20 0.01
H 0.78 0.66 -0.11
H 0.59 0.04 0.28
H -0.76 -0.71 -0.90
H -0.72 -0.78 0.20
H 0.57 0.33 0.69
H 0.35 -0.16 -0.56
H 0.32 -0.18 -0.39
C -0.77 0.13 0.16
O 0.68 0.30 -0.32
C -1.73 0.46 0.42
C 0.20 -1.42 -1.98
N 0.82 -0.60 0.46
C 0.70 0.84 0.99
C -2.24 -0.38 -0.49
O 0.09 1.25 -0.26
C 0.38 -0.52 -0.95
H -0.19 -0.03 -0.07
H 0.50 0.09 -0.50
H 0.29 -0.51 0.23
H 0.81 0.03 0.41
H -0.20 0.05 0.01
H 0.00 0.32 0.31
H -0.12 -0.03 0.37
H 0.01 0.49 0.49
H 0.53 -0.46 -0.08
H -0.10 -0.56 0.66
H -0.06 0.25 0.31
H 0.64 -0.43 -0.09
H -0.68 0.61 0.05
H 0.01 0.13 0.14
H 0.45 0.00 -0.28
C -0.20 0.97 -0.31
O -0.03 -0.18 0.05
C 1.64 -0.98 -0.40
C -2.61 1.03 0.70
N 1.41 -1.35 -0.63
C -0.51 1.36 1.09
C -0.17 0.01 -1.59
O 1.34 -1.71 0.82
C -0.42 2.04 0.30
H -0.16 0.01 0.06
H -0.17 -0.30 0.42
H 0.55 -0.26 -0.01
H 0.05 0.81 -0.52
H -0.31 -0.39 0.33
H 0.94 0.50 -0.53
H -0.40 -0.09 0.68
H -0.50 0.07 -0.42
H 0.09 0.24 -0.32
H 0.08 -0.43 0.63
H 0.14 0.16 -0.18
H -0.57 0.15 0.89
H 0.55 0.07 -0.91
H -0.42 -1.17 -0.35
H -0.36 -0.55 0.22
C -1.12 0.13 -1.47
O -0.67 -1.46 0.09
C 0.01 1.30 -0.98
C -0.22 0.07 1.98
N -1.62 -1.15 -0.06
C 0.09 0.02 0.98
C -0.16 0.71 -0.95
O 0.85 0.64 0.82
C -0.57 -1.42 0.33
H 0.77 -0.25 0.30
H 0.50 0.31 0.52
H -0.10 -0.05 -0.12
H -0.13 -0.19 0.32
H 1.59 0.26 -0.30
H 0.18 0.18 -0.13
H 0.53 -0.19 -0.60
H 0.01 -0.34 0.18
H 0.09 0.24 0.01
H 0.01 0.20 -0.07
H -0.25 0.05 -0.03
H -0.11 0.34 0.03
H -0.36 0.17 0.15
H 0.37 0.20 -0.76
H 0.32 0.24 -0.26
C 0.50 0.34 0.14
C -1.08 -2.01 0.10
O 0.58 0.93 0.06
H 0.08 0.08 -0.01
H -0.22 0.08 -0.36
H -0.49 -0.13 0.30
H 0.58 0.34 -0.04
H 0.31 0.35 -0.16
H -0.28 0.02 -0.02

Results of the Mulliken charge analysis, in e, for atoms 1 through 99: C -0.725; O -0.301; C -0.543; C 0.238; C -1.248; N -0.659; H 0.254; H 0.333; H 0.249; H 0.354; H 0.257; H 0.344; H 0.317; H 0.352; H 0.303; H 0.228; H 0.249; C -0.709; O -0.369; C -0.602; C 0.459; C -1.426; N -0.620; H 0.322; H 0.288; H 0.251; H 0.314; H 0.341; H 0.193; H 0.357; H 0.357; H 0.346; H 0.241; H 0.260; C -0.706; O -0.344; C -0.575; C 0.172; C -1.367; N -0.719; H 0.317; H 0.305; H 0.237; H 0.282; H 0.348; H 0.399; H 0.401; H 0.356; H 0.356; H 0.261; H 0.279; C -0.740; O -0.340; C -0.698; C -0.601; N -0.296; C -0.983; C -0.454; O -0.317; C -0.798; H 0.292; H 0.222; H 0.343; H 0.305; H 0.415; H 0.536; H 0.285; H 0.249; H 0.481; H 0.397; H 0.326; H 0.458; H 0.281; H 0.352; H 0.284; C -0.743; O -0.402; C -0.746; C -0.154; N -0.318; C -0.757; C -0.547; O -0.336; C -0.700; H 0.261; H 0.279; H 0.320; H 0.405; H 0.345; H 0.287; H 0.213; H 0.234; H 0.459; H 0.329; H 0.381; H 0.343; H 0.255; H 0.284; H 0.310

---

Entry 2:
The following is a DFT calculation (ωB97M-V/def2-TZVPD) of 2 unconnected molecules or ions with the total composition C4H11NPS at a distorted geometry.

Output
DFT total energy: -25929.3335 eV
M: 136.18 g mol⁻¹
Kohn-Sham gap (spin up / spin down): 7.0 / 7.0 eV
multiplicity: 1
net charge: +1

Atoms and positions in Å:
C (2.3811, -0.7506, 0.0276)
C (-0.4453, 0.5617, 1.4257)
C (-2.0511, -0.0467, -0.1876)
C (0.1927, -0.0887, -0.8619)
N (-0.6914, -0.3792, 0.2780)
P (0.6740, 1.5565, -1.2970)
S (0.9642, 1.3448, -3.2230)
H (2.5490, -1.2349, -0.9203)
H (2.8197, 0.1441, 0.5292)
H (2.1368, -1.3907, 0.7552)
H (-1.1774, 0.4177, 2.2201)
H (0.6533, 0.3688, 1.7695)
H (-0.3993, 1.6931, 1.1433)
H (-2.6736, -0.3979, 0.6521)
H (-2.0598, 1.0657, -0.1363)
H (-2.3099, -0.6868, -1.1043)
H (0.0963, -0.8853, -1.6409)
H (-0.6593, -1.2915, 0.5706)

Force components x, y, z for each atom (eV/Å):
C -1.53 3.29 -2.23
C 3.18 1.14 0.86
C -1.49 -1.17 0.46
C 2.79 -2.87 0.79
N -0.05 4.91 -0.86
P 0.36 0.37 -1.71
S -0.04 0.29 1.23
H 0.81 0.63 -0.16
H -0.02 -0.52 -1.53
H -1.34 -2.70 2.63
H 0.16 -0.18 -0.14
H -2.17 0.12 -0.23
H -0.53 -2.28 -0.04
H -0.34 0.22 -0.53
H -0.56 -0.91 -1.15
H 0.32 1.69 1.07
H 0.02 0.86 0.63
H 0.43 -2.89 0.90

Want to see where the charge sits? The Mulliken charges in e are: C -0.886; C -0.804; C -0.838; C -0.659; N 0.005; P 0.172; S -0.217; H 0.369; H 0.411; H 0.395; H 0.370; H 0.286; H 0.400; H 0.399; H 0.401; H 0.315; H 0.594; H 0.287

---

Entry 3:
The following is a DFT calculation (ωB97M-V/def2-TZVPD) of a gas-phase ion, C5H3N2O2S (charge -1) at a distorted geometry.

Output
structure (SMILES): N#CN1C=CS[C@@H]1C(=O)[O-]
DFT total energy: -23144.7367 eV
M: 155.16 g mol⁻¹
Kohn-Sham gap: 6.9 eV
multiplicity: 1
net charge: -1

Atoms and positions in Å:
N (-1.0846, 2.5969, -2.0756)
C (-0.8567, 1.6648, -1.4360)
N (-0.5836, 0.6717, -0.6354)
C (0.6975, 0.3523, -0.2111)
C (0.7494, -0.6039, 0.7132)
S (-0.8400, -1.2306, 1.1345)
C (-1.5753, -0.3272, -0.2796)
C (-1.8773, -1.3588, -1.5257)
O (-1.0254, -1.3161, -2.4026)
O (-2.9096, -1.9963, -1.3768)
H (1.5269, 0.9015, -0.6236)
H (1.6171, -1.0026, 1.1972)
H (-2.5094, 0.1362, 0.0539)

Force components x, y, z for each atom (eV/Å):
N -0.12 0.37 -0.37
C -0.01 0.48 -0.27
N 0.02 -0.40 0.66
C 0.71 -0.20 0.43
C -0.29 0.14 -0.19
S -0.01 0.09 -0.02
C -0.94 -1.01 -0.69
C 0.40 1.27 1.24
O 0.69 -0.04 -0.81
O -0.97 -0.68 0.23
H 0.06 0.01 -0.06
H 0.29 0.03 -0.02
H 0.18 -0.04 -0.13

Want to see where the charge sits? The Mulliken charges in e are: N -0.620; C 0.678; N -0.061; C -0.507; C -0.314; S -0.212; C -0.262; C 0.592; O -0.665; O -0.710; H 0.339; H 0.382; H 0.362

---

Entry 4:
The following is a DFT calculation (ωB97M-V/def2-TZVPD) of a single C23H27N3O6S molecule at a distorted geometry.

Output
structure (SMILES): CCOc1ccc(N2C[C@@H](C(=O)Nc3ccc(S(=O)(=O)N4CCOCC4)cc3)CC2=O)cc1
DFT total energy: -51880.0389 eV
M: 473.55 g mol⁻¹
Kohn-Sham gap: 8.4 eV
multiplicity: 1
net charge: 0

Atoms and positions in Å:
C (2.3626, 5.4550, 9.1027)
C (2.2273, 4.0583, 8.5166)
O (1.3974, 4.1512, 7.3754)
C (1.1424, 3.0296, 6.6528)
C (0.3421, 3.2023, 5.5218)
C (0.0199, 2.1348, 4.7141)
C (0.4838, 0.8569, 5.0197)
N (0.1614, -0.2453, 4.2007)
C (-1.1445, -0.3848, 3.5892)
C (-0.9769, -1.4998, 2.5506)
C (-0.7688, -0.8979, 1.1551)
O (-0.7828, 0.2892, 0.9380)
N (-0.5956, -1.8623, 0.2043)
C (-0.3556, -1.7110, -1.1619)
C (-0.3019, -2.8686, -1.9414)
C (-0.0688, -2.7816, -3.3002)
C (0.1156, -1.5402, -3.8783)
S (0.4081, -1.3988, -5.6346)
O (1.5804, -0.6104, -5.8668)
O (0.3329, -2.7043, -6.2308)
N (-0.9196, -0.4557, -6.0754)
C (-0.7454, 0.2651, -7.3232)
C (-1.9327, 1.2129, -7.4926)
O (-3.1504, 0.5024, -7.4851)
C (-3.3123, -0.2201, -6.2895)
C (-2.1593, -1.2033, -6.0701)
C (0.0729, -0.3871, -3.1183)
C (-0.1652, -0.4644, -1.7590)
C (0.2632, -2.2593, 3.0277)
C (1.0036, -1.2699, 3.9274)
O (2.1399, -1.4054, 4.3157)
C (1.2785, 0.6823, 6.1450)
C (1.6109, 1.7552, 6.9529)
H (1.3835, 5.8387, 9.3763)
H (2.8030, 6.1235, 8.3683)
H (2.9952, 5.4265, 9.9853)
H (1.7790, 3.3788, 9.2552)
H (3.2148, 3.6681, 8.2339)
H (-0.0106, 4.1949, 5.2911)
H (-0.5781, 2.3064, 3.8333)
H (-1.4514, 0.5397, 3.0959)
H (-1.8874, -0.6457, 4.3523)
H (-1.8624, -2.1397, 2.5092)
H (-0.6504, -2.8232, 0.5155)
H (-0.4419, -3.8351, -1.4785)
H (-0.0233, -3.6588, -3.9259)
H (0.1964, 0.8087, -7.2591)
H (-0.7062, -0.4316, -8.1730)
H (-1.8848, 1.7250, -8.4543)
H (-1.9269, 1.9516, -6.6777)
H (-4.2609, -0.7516, -6.3796)
H (-3.3561, 0.4731, -5.4355)
H (-2.2541, -1.6976, -5.1015)
H (-2.1556, -1.9653, -6.8622)
H (0.2335, 0.5616, -3.6034)
H (-0.2031, 0.4266, -1.1554)
H (0.9264, -2.5859, 2.2273)
H (-0.0004, -3.1318, 3.6291)
H (1.6552, -0.2981, 6.3856)
H (2.2347, 1.5796, 7.8148)

Force components x, y, z for each atom (eV/Å):
C -0.11 -0.36 -0.26
C 0.20 0.06 0.32
O -0.10 0.09 -0.14
C -0.11 -0.14 -0.21
C 0.12 0.09 0.23
C 0.07 -0.13 0.02
C 0.21 0.18 0.36
N -0.18 0.15 -0.21
C -0.45 0.06 -0.03
C 0.01 0.25 0.06
C -0.20 -0.35 0.43
O 0.07 0.30 -0.12
N 0.01 -0.40 -0.07
C 0.04 0.05 -0.39
C 0.03 0.15 0.04
C 0.02 -0.07 -0.07
C 0.03 -0.03 -0.65
S -0.34 0.17 0.23
O -0.02 0.27 0.05
O -0.18 -0.06 0.19
N 0.82 -0.40 0.45
C 0.10 0.36 -0.40
C 0.32 -0.07 0.03
O -0.10 -0.02 -0.20
C 0.12 -0.24 0.29
C -0.62 -0.14 -0.05
C 0.03 -0.06 0.07
C 0.03 0.17 0.03
C 0.08 -0.02 0.12
C 0.07 -0.43 -0.33
O 0.24 -0.07 0.10
C -0.14 -0.07 -0.16
C 0.06 0.30 0.18
H -0.07 0.06 0.06
H 0.06 0.09 -0.03
H 0.06 0.02 0.09
H 0.07 0.02 -0.12
H -0.13 -0.03 0.02
H -0.05 0.12 -0.04
H -0.07 0.00 -0.10
H 0.01 -0.16 0.09
H 0.02 0.01 -0.09
H 0.05 0.06 0.00
H 0.01 0.22 0.04
H -0.02 -0.11 0.04
H -0.02 -0.15 -0.01
H -0.08 0.09 -0.17
H 0.00 0.10 0.00
H 0.08 0.00 0.10
H 0.02 -0.01 -0.08
H 0.08 0.00 0.10
H -0.05 -0.06 -0.04
H -0.19 -0.04 -0.03
H -0.05 0.04 0.09
H -0.01 0.20 0.03
H 0.01 0.01 -0.02
H 0.02 -0.01 0.07
H 0.05 0.00 -0.01
H 0.02 -0.06 0.00
H 0.05 0.02 0.08

Want to see where the charge sits? The Mulliken charges in e are: C -1.424; C -0.269; O -0.393; C 0.735; C -0.893; C -0.026; C 0.119; N 0.261; C -0.874; C -0.149; C 0.381; O -0.690; N -0.071; C 0.926; C -0.720; C -0.355; C -0.350; S 1.381; O -0.742; O -0.716; N 0.100; C -0.559; C -0.614; O -0.378; C -0.729; C -0.446; C -0.706; C -0.643; C -0.851; C 0.351; O -0.657; C -0.953; C -0.140; H 0.330; H 0.327; H 0.414; H 0.358; H 0.365; H 0.407; H 0.342; H 0.343; H 0.272; H 0.605; H 0.240; H 0.340; H 0.506; H 0.416; H 0.317; H 0.354; H 0.332; H 0.351; H 0.341; H 0.386; H 0.300; H 0.422; H 0.506; H 0.428; H 0.351; H 0.365; H 0.374

---

Question: The lowest M belongs to which entry?
Answer: C4H11NPS